Formula: C54H95B2F9Hg2N5O24PS
Source: the OMol25 dataset
Level of theory: ωB97M-V with the def2-TZVPD basis set

largest force on an atom: 0.1531 hartree/bohr
orbital gap: 3.484 eV
ΔE to the lowest compared entry with this formula, charge and spin: 0.000 eV
calculated total energy: -168414.6671 eV

Geometry (Å):
1 Hg -1.55 -3.77 0.58
2 Hg 3.83 -1.18 1.09
3 O 3.68 -0.16 3.22
4 C 3.01 0.12 4.18
5 O 1.74 -0.13 4.40
6 B 1.37 0.39 5.73
7 O 2.59 1.00 6.31
8 C 3.59 0.86 5.49
9 O 4.72 1.33 5.59
10 O 0.97 -0.67 6.66
11 C -0.33 -0.55 6.85
12 O -1.09 -1.37 7.42
13 C -0.81 0.80 6.27
14 O 0.26 1.30 5.79
15 O -1.97 1.25 6.34
16 O -0.63 -4.25 7.90
17 C 0.22 -4.48 7.06
18 O 0.57 -3.64 6.15
19 B 1.38 -4.35 5.11
20 O 1.85 -5.53 5.83
21 C 1.08 -5.66 6.98
22 O 0.97 -6.66 7.72
23 O 2.47 -3.50 4.56
24 C 2.27 -3.43 3.35
25 O 2.99 -2.82 2.47
26 C 0.99 -4.20 2.94
27 O 0.59 -4.76 3.95
28 O 0.54 -4.18 1.83
29 P 4.17 -3.44 -1.04
30 F 3.68 -4.23 0.29
31 F 5.13 -2.52 -0.14
32 F 5.42 -4.41 -1.16
33 F 4.74 -2.57 -2.32
34 F 2.97 -4.24 -1.86
35 F 3.06 -2.32 -0.61
36 C -0.15 1.10 1.42
37 F 0.91 1.87 1.35
38 F -0.42 0.81 2.68
39 F -1.18 1.75 0.81
40 S 0.27 -0.57 0.44
41 O 0.46 -0.22 -0.97
42 O 1.63 -0.84 0.97
43 O -0.73 -1.65 0.75
44 C -5.67 2.51 4.25
45 C -4.40 2.91 3.54
46 C -4.82 3.42 2.11
47 C -3.73 4.10 1.34
48 C -3.30 5.37 2.17
49 C -2.88 4.96 3.62
50 N -3.82 3.99 4.27
51 O -3.48 3.70 5.58
52 C -1.45 4.40 3.41
53 C -2.85 6.21 4.49
54 C -3.43 1.68 3.44
55 H -6.51 3.17 4.02
56 H -5.54 2.27 5.31
57 H -5.92 1.53 3.84
58 H -5.13 2.66 1.39
59 H -5.65 4.13 2.23
60 H -4.07 4.39 0.35
61 H -2.95 3.35 1.21
62 H -4.04 6.16 2.31
63 H -2.42 5.65 1.59
64 H -0.77 5.08 2.91
65 H -1.04 4.03 4.35
66 H -1.52 3.53 2.75
67 H -2.49 5.97 5.49
68 H -2.38 6.98 3.87
69 H -3.79 6.75 4.62
70 H -3.43 0.96 4.26
71 H -2.37 1.95 3.42
72 H -3.79 1.12 2.58
73 H -2.71 3.14 5.41
74 C -6.52 -4.89 -0.69
75 C -5.24 -4.42 -1.50
76 C -5.73 -3.75 -2.79
77 C -6.36 -2.40 -2.62
78 C -5.37 -1.48 -1.84
79 C -4.72 -2.09 -0.52
80 N -4.27 -3.50 -0.73
81 O -3.94 -3.98 0.50
82 C -3.50 -1.20 -0.22
83 C -5.83 -1.94 0.55
84 C -4.50 -5.57 -2.04
85 H -6.26 -5.23 0.31
86 H -7.10 -5.65 -1.22
87 H -7.18 -4.04 -0.56
88 H -4.97 -3.81 -3.57
89 H -6.45 -4.48 -3.18
90 H -7.34 -2.42 -2.14
91 H -6.73 -2.00 -3.56
92 H -5.86 -0.56 -1.51
93 H -4.57 -1.26 -2.54
94 H -2.67 -1.22 -0.93
95 H -3.84 -0.18 -0.06
96 H -3.10 -1.25 0.79
97 H -5.61 -2.42 1.50
98 H -5.98 -0.91 0.87
99 H -6.84 -2.28 0.31
100 H -3.49 -5.26 -2.31
101 H -5.04 -6.03 -2.86
102 H -4.52 -6.44 -1.38
103 H -4.78 -4.27 0.87
104 C 6.76 -0.12 1.31
105 C 6.41 0.81 0.08
106 C 7.33 0.39 -1.14
107 C 6.99 0.85 -2.51
108 C 5.51 0.66 -2.74
109 C 4.59 1.20 -1.57
110 N 5.01 0.72 -0.24
111 O 4.20 1.14 0.80
112 C 4.68 2.79 -1.74
113 C 3.12 0.72 -1.88
114 C 6.85 2.23 0.47
115 H 6.64 -1.19 1.16
116 H 6.16 0.17 2.18
117 H 7.82 -0.13 1.58
118 H 8.30 0.83 -0.90
119 H 7.40 -0.68 -1.27
120 H 7.50 0.27 -3.28
121 H 7.19 1.92 -2.58
122 H 5.48 -0.41 -2.93
123 H 5.18 1.11 -3.68
124 H 4.65 3.35 -0.81
125 H 5.59 3.05 -2.29
126 H 3.91 3.05 -2.47
127 H 2.36 1.18 -1.24
128 H 2.85 0.89 -2.92
129 H 2.93 -0.34 -1.70
130 H 7.85 2.24 0.90
131 H 6.13 2.84 1.02
132 H 6.94 2.88 -0.40
133 H 4.21 2.10 0.81
134 C 1.27 4.29 -1.15
135 C 0.54 4.93 -2.35
136 C -0.13 6.24 -1.97
137 C 0.97 7.33 -1.76
138 C 1.68 7.56 -3.16
139 C 2.29 6.31 -3.74
140 N 1.38 5.18 -3.56
141 O 2.00 4.06 -4.00
142 C 2.37 6.57 -5.28
143 C 3.66 6.20 -2.95
144 C -0.64 4.05 -2.75
145 H 2.27 4.65 -0.93
146 H 1.46 3.26 -1.45
147 H 0.64 4.35 -0.25
148 H -0.85 6.57 -2.71
149 H -0.64 6.13 -1.01
150 H 1.63 7.02 -0.96
151 H 0.49 8.28 -1.50
152 H 2.50 8.27 -3.02
153 H 0.94 8.07 -3.77
154 H 1.44 6.68 -5.82
155 H 3.05 7.36 -5.59
156 H 2.83 5.72 -5.80
157 H 4.13 5.23 -3.06
158 H 4.41 6.97 -3.16
159 H 3.60 6.35 -1.87
160 H -1.16 4.37 -3.65
161 H -1.44 3.94 -2.02
162 H -0.24 3.06 -2.95
163 H 1.48 3.86 -4.78
164 C 0.72 -3.19 -3.73
165 C -0.67 -3.70 -3.32
166 C -1.38 -4.24 -4.57
167 C -0.90 -5.62 -5.05
168 C -1.02 -6.55 -3.87
169 C -0.33 -6.16 -2.52
170 N -0.58 -4.71 -2.24
171 O 0.12 -4.31 -1.02
172 C -0.96 -6.94 -1.36
173 C 1.17 -6.43 -2.64
174 C -1.55 -2.49 -2.82
175 H 1.25 -3.95 -4.29
176 H 1.30 -2.88 -2.86
177 H 0.64 -2.26 -4.29
178 H -2.45 -4.27 -4.36
179 H -1.38 -3.55 -5.42
180 H 0.13 -5.53 -5.40
181 H -1.40 -6.03 -5.92
182 H -0.51 -7.43 -4.26
183 H -2.07 -6.73 -3.64
184 H -1.03 -7.99 -1.64
185 H -0.30 -6.83 -0.49
186 H -1.98 -6.71 -1.06
187 H 1.57 -5.87 -3.48
188 H 1.78 -6.11 -1.80
189 H 1.33 -7.49 -2.86
190 H -1.12 -1.73 -2.18
191 H -2.52 -2.89 -2.52
192 H -1.96 -1.82 -3.58
193 H 1.04 -4.32 -1.30